# 1
Below is a cluster of 5 separate species, C30H57BrN2O9P in total in a non-equilibrium geometry, with properties calculated with wB97M-V/def2-TZVPD.

XYZ file:
```
100
Properties=species:S:1:pos:R:3:forces:R:3:mulliken_charge:R:1
C 2.7920 1.2678 -1.4290 0.54 0.39 0.20 -0.661
C 1.7317 0.7321 -1.4482 -0.07 -0.70 0.72 -0.850
N 0.5232 0.0241 -1.3609 -0.52 1.31 -1.24 1.643
O 0.1384 -0.3910 -0.0799 0.17 -0.24 0.11 -0.470
C 1.2421 -0.6130 0.8288 0.36 -0.46 0.55 -0.686
C 2.2361 -1.7103 0.4481 0.25 0.73 0.55 0.066
C 3.5487 -1.3922 1.1918 -0.13 -0.27 -0.73 -1.369
C 0.4973 -1.0317 -2.4755 -0.05 -1.03 -0.98 0.128
C 0.3829 -2.5053 -2.0702 0.34 -0.39 -0.02 -1.350
O 1.5207 -3.2240 -2.4890 0.08 0.08 0.41 -0.444
C 1.5094 -3.5252 -3.8659 -0.03 -0.07 -0.39 -0.749
C -0.5236 -0.5787 -3.5100 -1.05 1.88 0.66 -0.268
Br -2.3426 -1.1828 -3.1723 -0.02 -0.61 -0.04 -0.036
C -0.5605 0.9977 -3.2983 -0.57 -2.01 -0.88 -0.526
P -1.8320 2.0636 -4.1752 0.03 1.35 -0.20 -0.312
N -2.0962 1.1502 -5.6009 0.51 -0.21 0.97 -0.277
O -3.2106 1.8617 -3.3221 -0.03 -0.67 0.09 -0.450
C -0.5912 1.0411 -1.7982 0.20 1.26 1.08 -0.239
C -0.3999 2.3698 -1.0594 -0.31 0.18 -0.13 -1.465
C -1.7430 3.1049 -0.8500 0.17 -0.09 -0.30 -0.521
C -1.7794 3.9124 0.4247 -0.65 0.11 0.61 0.280
O -2.6469 3.7797 1.2428 0.44 0.01 -0.24 -0.547
O -0.7878 4.8138 0.6239 -0.05 -0.21 -0.29 -0.493
H 3.7295 1.7800 -1.3308 -0.18 -0.11 -0.21 0.633
H 0.7414 -0.9239 1.7444 -0.31 0.12 -0.07 0.556
H 1.7394 0.3243 1.0801 -0.04 0.18 -0.36 0.369
H 1.8409 -2.6656 0.7799 -0.04 -0.21 -0.34 0.527
H 2.4569 -1.7096 -0.6160 -0.17 -0.31 -0.10 -0.005
H 4.1061 -2.3027 1.3903 0.00 -0.01 0.24 0.424
H 3.3541 -0.8319 2.0982 0.18 -0.05 0.28 0.172
H 4.1697 -0.7944 0.5264 0.10 0.24 0.19 0.341
H 1.4544 -0.8922 -2.9739 0.21 -0.21 0.15 0.385
H 0.2754 -2.6293 -0.9974 0.06 0.08 0.06 0.238
H -0.4959 -2.9574 -2.5297 -0.18 0.21 -0.01 0.787
H 0.5727 -4.0002 -4.1703 -0.09 -0.01 0.08 0.315
H 2.3200 -4.2145 -4.0783 0.10 -0.02 0.15 0.294
H 1.6625 -2.6383 -4.4923 -0.01 0.10 0.03 0.260
H -0.2776 -0.8865 -4.5172 0.18 -0.12 -0.03 0.906
H 0.3627 1.3592 -3.7594 0.26 0.35 0.48 0.651
H -2.5442 1.7266 -6.3008 0.15 -0.03 -0.25 0.279
H -1.1873 0.8386 -5.9277 -0.19 -0.17 -0.55 0.237
H -3.7774 2.6314 -3.4363 -0.01 0.10 0.11 0.343
H -1.4782 0.6118 -1.3409 -0.18 -0.43 -0.49 0.398
H 0.0080 2.1683 -0.0695 0.20 -0.12 -0.01 0.618
H 0.2750 3.0269 -1.6035 0.28 -0.08 0.03 0.614
H -2.5810 2.4182 -0.8007 -0.04 -0.10 0.08 0.326
H -1.9309 3.7582 -1.7017 -0.05 0.14 -0.03 0.490
H -0.2535 4.8758 -0.1768 0.15 0.14 0.07 0.382
C -4.9675 -1.3225 -0.1595 -0.03 0.06 0.07 -0.579
C -3.5662 -1.2417 0.4381 0.13 0.00 -0.09 0.519
C -3.7452 -1.9828 1.7569 -0.13 0.07 0.06 -0.513
O -4.7533 -2.9642 1.5275 0.02 0.01 -0.04 -0.409
C -5.4041 -2.7143 0.2800 0.08 -0.07 -0.04 -0.446
H -4.9956 -1.1920 -1.2413 0.01 -0.01 -0.01 0.253
H -5.6096 -0.5632 0.2908 -0.01 0.00 -0.01 0.328
H -2.8571 -1.7759 -0.2010 0.00 0.00 0.02 -0.266
H -3.2042 -0.2206 0.5751 -0.03 0.00 0.03 0.080
H -4.0867 -1.3071 2.5479 0.06 0.03 0.00 0.281
H -2.8335 -2.4778 2.0959 -0.02 -0.05 0.01 0.254
H -5.0828 -3.4762 -0.4390 -0.04 0.02 -0.04 0.221
H -6.4818 -2.8000 0.4148 0.00 -0.02 0.05 0.321
C 1.4435 1.9008 5.4776 -0.03 -0.11 -0.07 -0.671
C 2.5930 1.0083 5.9432 -0.03 0.19 -0.09 -0.159
C 3.1741 0.5465 4.6172 -0.07 -0.10 -0.06 -0.393
O 2.9476 1.6015 3.6722 -0.09 -0.07 -0.02 -0.409
C 2.0361 2.5556 4.2371 0.08 0.06 0.08 -0.243
H 1.1222 2.6253 6.2231 0.01 0.01 0.01 0.346
H 0.5804 1.2886 5.2042 -0.02 0.02 0.01 0.275
H 3.3282 1.5976 6.4921 0.01 -0.04 0.04 0.012
H 2.2822 0.1851 6.5812 0.02 0.00 0.03 0.304
H 2.6607 -0.3522 4.2517 0.03 -0.06 0.10 0.168
H 4.2426 0.3359 4.6753 0.02 0.03 -0.09 0.318
H 2.5969 3.4595 4.4938 -0.04 0.02 0.01 0.280
H 1.2827 2.8172 3.4920 0.03 -0.01 -0.04 0.160
C 5.3777 1.6830 10.3117 0.02 -0.08 0.05 -0.542
C 6.2296 1.1337 9.1707 -0.02 0.09 -0.07 -0.562
C 5.3401 0.0224 8.6305 -0.03 -0.07 0.08 -0.296
O 3.9901 0.4388 8.8551 0.07 0.03 0.03 -0.374
C 3.9756 1.5708 9.7306 -0.01 0.05 -0.08 -0.414
H 5.6336 2.7007 10.6009 0.00 0.01 -0.02 0.327
H 5.4735 1.0442 11.1919 -0.01 0.01 0.01 0.263
H 6.3772 1.9037 8.4098 0.01 -0.01 0.00 0.270
H 7.2080 0.7751 9.4849 0.00 -0.01 0.02 0.346
H 5.5078 -0.9172 9.1665 0.05 0.00 -0.02 0.298
H 5.4858 -0.1581 7.5636 -0.05 -0.01 -0.01 0.175
H 3.7172 2.4610 9.1448 0.00 0.03 0.05 0.234
H 3.2090 1.4239 10.4913 -0.03 -0.04 -0.03 0.299
C -4.6349 -1.7798 -9.7018 0.06 -0.08 0.02 -0.539
C -4.8074 -1.6698 -8.1883 -0.02 0.12 -0.06 -0.616
C -3.3639 -1.5340 -7.7270 0.06 -0.16 0.06 0.010
O -2.6597 -0.8629 -8.7746 -0.04 0.07 0.05 -0.407
C -3.4762 -0.8233 -9.9521 -0.06 0.07 0.01 -0.438
H -5.5273 -1.5158 -10.2660 -0.01 0.02 0.01 0.349
H -4.3491 -2.7981 -9.9728 0.00 0.00 -0.01 0.261
H -5.3702 -0.7667 -7.9411 0.00 -0.01 0.01 0.279
H -5.3165 -2.5204 -7.7387 0.01 -0.02 -0.02 0.359
H -2.9041 -2.5178 -7.5756 -0.05 -0.02 0.02 0.212
H -3.2658 -0.9625 -6.8031 0.04 0.03 -0.01 -0.007
H -3.8325 0.2023 -10.0944 -0.02 -0.02 -0.04 0.262
H -2.8720 -1.1016 -10.8151 0.05 0.00 0.03 0.276
```
Positions in Å, forces in eV/Å.

Properties
charge: +1
electronic energy: -4878.88475 Ha
HOMO level: -10.93 eV

---

# 2
Below is a cluster of 9 separate species, C30H57Cl16F3N2O6 in total in a non-equilibrium geometry, with properties calculated with wB97M-V/def2-TZVPD.

XYZ file:
```
114
Properties=species:S:1:pos:R:3:forces:R:3:mulliken_charge:R:1
C 3.0554 -0.5902 -4.5143 -0.85 0.15 -0.54 -0.552
C 1.9740 -0.6897 -5.7360 0.62 0.15 1.38 0.182
C 1.2587 -2.1188 -5.5666 1.29 -0.29 -0.52 -1.196
C 0.9977 0.5835 -5.5756 -0.09 -0.52 -0.69 -0.315
C -0.5696 0.2727 -5.7606 0.03 2.58 0.73 0.133
C -1.2383 1.6615 -6.3020 0.31 -0.71 -0.60 -1.323
C -1.1816 -0.0221 -4.3047 -0.99 -1.74 -1.62 -0.089
O -1.5266 1.1976 -3.6021 1.02 -1.68 1.24 -0.455
C -1.4001 1.0848 -2.1742 -0.23 0.32 1.10 1.707
C -2.1638 2.4479 -1.6982 0.48 0.36 -2.30 -1.552
O -1.5337 3.0885 -0.5529 -3.12 0.08 1.83 -0.301
C -2.4682 3.4855 0.4240 1.63 0.75 1.35 0.928
F -3.1803 4.6773 0.0413 1.25 -3.33 0.88 -0.270
F -1.6970 3.8657 1.5750 -1.97 -0.90 -2.76 -0.281
F -3.3445 2.4738 0.8688 1.65 2.72 -1.43 -0.214
C 0.0768 0.8256 -1.5421 0.33 -0.76 0.03 0.728
C 1.1821 1.9891 -1.6633 -0.35 0.13 0.45 -0.902
O 0.8373 2.9288 -2.7372 -0.02 -2.79 -0.37 -0.057
O 0.7477 4.1789 -2.1894 0.03 2.89 1.40 -0.509
C -0.2988 0.2474 -0.0743 1.68 0.17 1.76 -0.024
O 0.4848 -0.0656 0.8605 -3.82 1.45 -3.94 -0.664
O -1.7490 0.1774 0.0102 1.65 -0.07 -1.07 -0.381
C -2.1405 -0.0931 -1.3831 -0.69 -3.48 -0.09 -0.187
N -3.6103 -0.3148 -1.6364 0.34 1.09 0.32 -0.604
N -1.5903 -1.5061 -1.5288 1.17 1.01 -0.72 -0.401
H 2.4567 -0.8173 -3.5485 1.18 0.22 -1.37 0.145
H 3.9243 -1.3239 -4.6597 -1.43 1.28 0.39 -0.048
H 3.4225 0.4926 -4.4383 -0.28 -1.55 -0.14 0.295
H 2.5844 -0.6021 -6.7113 -1.25 -0.33 1.36 0.371
H 1.0440 -2.3158 -4.4570 -0.03 0.31 -1.66 0.224
H 2.0423 -2.9154 -5.8735 -1.27 1.18 0.54 0.361
H 0.3592 -2.2903 -6.2466 1.11 0.33 1.12 0.310
H 1.1396 1.0614 -4.5418 -0.25 -0.62 -1.46 -0.284
H 1.3225 1.3585 -6.3543 -0.50 -0.97 1.13 0.444
H -0.8149 -0.5122 -6.5491 0.42 0.78 1.45 0.364
H -0.9522 1.7178 -7.4227 -0.58 0.13 1.80 0.419
H -0.8072 2.5747 -5.7654 -0.67 -1.38 -0.68 0.210
H -2.3797 1.6447 -6.2026 1.63 0.08 -0.16 0.330
H -2.1799 -0.5925 -4.4784 1.42 0.71 0.33 0.042
H -0.4928 -0.7342 -3.7386 -0.81 1.27 -0.49 -0.007
H -2.0236 3.1737 -2.5895 -0.16 -1.22 1.46 0.465
H -3.2882 2.2841 -1.6049 1.64 -0.06 0.29 0.413
H 0.6222 -0.0886 -1.9987 -1.50 1.32 0.37 0.243
H 2.1814 1.5161 -1.9778 -1.48 0.78 0.74 0.298
H 1.2355 2.5712 -0.6846 0.20 -0.76 -1.41 0.494
H 0.0897 4.7156 -2.6846 0.32 -1.14 -0.04 0.313
H -3.9356 -1.1146 -1.0563 0.53 0.95 -0.31 0.333
H -3.6743 -0.6868 -2.6058 0.16 0.67 0.84 0.357
H -1.8850 -1.9259 -2.4186 0.11 0.09 0.79 0.245
H -1.8466 -2.0777 -0.7133 0.00 0.49 -0.61 0.257
Cl 5.4224 -3.1245 -3.8743 0.17 -0.23 0.05 -0.159
C 6.8916 -2.7345 -2.9455 0.17 0.03 0.17 -0.507
C 7.5122 -1.4215 -3.3797 -0.07 0.02 0.23 -0.423
Cl 8.2054 -1.5136 -5.0174 -0.03 0.01 -0.03 -0.189
H 7.5911 -3.5651 -3.0549 -0.10 0.13 -0.09 0.365
H 6.5952 -2.6758 -1.8960 0.01 0.07 -0.12 0.274
H 8.3282 -1.1571 -2.7043 -0.06 -0.11 -0.05 0.348
H 6.7824 -0.6098 -3.3657 0.04 -0.16 -0.08 0.282
Cl -2.6857 2.6902 6.4833 -0.05 0.01 0.05 -0.212
C -1.5931 1.8517 5.3519 0.23 -0.09 -0.21 -0.437
C -2.3469 1.1644 4.2313 0.15 0.16 -0.13 0.097
Cl -3.3010 -0.2222 4.8140 -0.03 0.00 0.03 -0.195
H -0.9915 1.1437 5.9248 -0.18 0.04 -0.04 0.362
H -0.9243 2.6097 4.9387 -0.13 -0.06 -0.04 0.324
H -1.6411 0.7763 3.4939 0.00 0.04 0.11 0.077
H -3.0246 1.8529 3.7235 0.05 -0.09 0.14 -0.011
Cl -7.6693 7.0867 1.4223 -0.03 0.00 0.01 -0.190
C -6.3874 6.2624 2.3453 0.22 -0.07 0.09 -0.390
C -6.4111 4.7605 2.1428 0.22 0.09 -0.07 -0.177
Cl -7.8464 4.0064 2.8792 -0.03 -0.01 -0.02 -0.189
H -6.5045 6.5273 3.3976 -0.08 -0.09 -0.15 0.328
H -5.4358 6.6685 1.9959 -0.09 -0.12 -0.02 0.275
H -5.5365 4.3114 2.6180 -0.08 0.10 0.01 0.070
H -6.3952 4.4989 1.0832 -0.09 0.08 0.14 0.275
Cl 2.1246 -4.1540 0.4719 0.00 -0.05 -0.10 -0.131
C 1.6620 -3.4289 2.0306 -0.06 0.18 0.22 -0.281
C 0.8498 -4.3776 2.8882 0.26 0.08 0.13 -0.467
Cl -0.7642 -4.6816 2.2010 -0.06 -0.05 -0.05 -0.196
H 1.1141 -2.5074 1.8236 0.02 -0.15 -0.03 0.116
H 2.5892 -3.1653 2.5439 -0.10 -0.11 -0.01 0.307
H 0.6984 -3.9418 3.8777 -0.01 0.03 -0.13 0.321
H 1.3516 -5.3389 3.0135 -0.09 0.11 -0.13 0.335
Cl 3.4889 -6.1959 -2.6660 0.06 0.06 -0.01 -0.118
C 2.5003 -7.6411 -2.3406 -0.18 -0.14 0.04 -0.093
C 2.6906 -8.1608 -0.9294 -0.30 0.11 -0.05 -0.238
Cl 4.3169 -8.8440 -0.6768 0.06 -0.01 0.02 -0.189
H 2.7534 -8.3967 -3.0836 0.07 0.18 0.18 -0.212
H 1.4580 -7.3511 -2.4917 0.08 -0.01 0.13 0.316
H 1.9759 -8.9620 -0.7308 0.08 0.04 -0.11 0.300
H 2.5347 -7.3743 -0.1884 0.12 -0.05 -0.13 0.195
Cl -0.5276 2.6780 11.2076 0.00 0.00 0.07 -0.198
C -1.4135 3.5864 9.9559 -0.08 0.09 -0.21 -0.231
C -0.9883 5.0395 9.8934 0.08 -0.15 -0.31 -0.322
Cl -1.4898 5.9507 11.3391 0.10 -0.07 0.16 -0.200
H -2.4813 3.4889 10.1596 0.16 0.06 0.05 0.328
H -1.2032 3.0971 9.0025 0.00 0.14 0.10 0.041
H -1.4566 5.5249 9.0346 -0.06 -0.09 0.10 0.217
H 0.0941 5.1361 9.7904 -0.13 -0.06 0.14 0.358
Cl 2.0238 -10.8650 -3.6551 -0.07 -0.06 -0.01 -0.167
C 3.2747 -11.4037 -4.8041 0.24 -0.13 -0.20 -0.454
C 4.6679 -10.9811 -4.3793 0.01 -0.19 0.01 -0.464
Cl 4.9057 -9.2187 -4.4878 -0.02 -0.04 -0.02 -0.146
H 3.0194 -11.0108 -5.7898 0.03 0.05 0.18 0.305
H 3.2148 -12.4933 -4.8461 0.05 0.11 0.07 0.327
H 5.4087 -11.4406 -5.0366 -0.14 0.03 0.00 0.339
H 4.8846 -11.2889 -3.3545 -0.11 0.12 -0.09 0.301
Cl -1.6349 9.8884 7.4348 -0.01 -0.02 -0.03 -0.189
C -2.6186 10.0378 8.9129 -0.15 0.05 0.20 -0.434
C -2.6319 8.7573 9.7240 0.14 0.25 0.10 -0.441
Cl -3.5181 7.4498 8.9017 -0.05 0.02 -0.12 -0.171
H -3.6262 10.3379 8.6197 0.14 -0.12 -0.03 0.323
H -2.1810 10.8458 9.5031 0.00 -0.15 -0.01 0.302
H -3.1337 8.9288 10.6783 0.01 0.01 -0.12 0.314
H -1.6208 8.4034 9.9307 -0.16 0.03 -0.11 0.304
```
Positions in Å, forces in eV/Å.

Properties
electronic energy: -9400.70741 Ha
HOMO level: -9.48 eV